Density functional theory data (wB97M-V/def2-TZVPD) for a structure of composition C17H14Br2F5N2O2STeZn.

Structure (XYZ):
```
45
Properties=species:S:1:pos:R:3
Zn 1.558 0.467 0.260
Br 0.362 -0.994 6.582
C 0.846 -0.610 4.815
C 1.767 0.389 4.540
C 2.065 0.646 3.216
N 1.504 -0.032 2.216
C 0.634 -1.019 2.477
C 0.276 -1.334 3.775
C 0.103 -1.740 1.282
C -0.728 -2.840 1.385
C -1.175 -3.453 0.222
Br -2.332 -4.922 0.335
C -0.763 -2.973 -1.009
C 0.076 -1.877 -1.027
N 0.490 -1.268 0.082
H 2.233 0.956 5.332
H 2.777 1.411 2.935
H -0.429 -2.119 4.001
H -1.027 -3.234 2.345
H -1.081 -3.437 -1.931
H 0.429 -1.466 -1.964
F 1.856 0.498 -2.062
Te 3.625 1.241 -1.742
F 3.718 1.200 -3.598
F 4.202 -0.527 -1.844
F 5.347 1.884 -1.695
F 2.946 2.958 -2.026
O 3.324 1.219 0.020
C -1.322 3.786 -0.668
S -0.251 2.468 -1.228
O 0.311 1.928 0.101
C -1.446 1.231 -1.702
C -2.229 0.617 -0.732
C -3.096 -0.393 -1.112
C -3.171 -0.780 -2.448
C -2.370 -0.172 -3.403
C -1.493 0.838 -3.031
H -2.096 3.390 -0.014
H -1.755 4.262 -1.547
H -0.686 4.492 -0.137
H -2.149 0.916 0.306
H -3.717 -0.878 -0.371
H -3.865 -1.557 -2.742
H -2.422 -0.485 -4.437
H -0.846 1.311 -3.759
```

Values from the calculation:
electronic energy = -9008.991154 hartree
LUMO energy = -4.0 eV
gap between HOMO and LUMO = 8.90 eV
net charge = +1

Density functional theory data (wB97M-V/def2-TZVPD) for a structure of composition C17H14Cl2IIrN2O5S.

Structure (XYZ):
```
43
Properties=species:S:1:pos:R:3
Ir 0.087 0.244 -0.552
O 2.365 3.300 -0.042
C 1.459 2.658 0.411
O 0.421 2.206 -0.286
C 1.446 2.292 1.901
C 0.133 1.676 2.393
C 0.149 1.511 3.916
C 1.048 0.260 4.094
C 1.471 -0.008 2.647
O 0.266 0.304 1.926
C 2.438 1.132 2.225
C 3.206 0.669 0.947
O 4.428 0.891 1.195
O 2.658 0.173 -0.019
H 1.730 3.185 2.453
H -0.756 2.123 1.960
H -0.855 1.339 4.296
H 0.548 2.395 4.410
H 0.478 -0.588 4.468
H 1.897 0.420 4.755
H 1.798 -1.018 2.415
H 3.118 1.396 3.027
Cl 0.045 0.219 -3.153
C -1.673 0.285 -3.504
C -2.021 0.378 -4.832
C -3.367 0.423 -5.162
C -4.334 0.370 -4.174
C -3.960 0.277 -2.845
Cl -5.198 0.215 -1.644
C -2.608 0.236 -2.466
S -2.198 0.147 -0.764
H -1.254 0.418 -5.593
H -3.662 0.499 -6.200
H -5.385 0.404 -4.421
I 2.741 -5.492 -0.474
C 1.360 -3.965 -0.434
C -0.013 -4.082 -0.388
N -0.512 -2.838 -0.394
N 0.464 -1.916 -0.424
C 1.615 -2.593 -0.453
H -0.653 -4.948 -0.366
H -1.472 -2.532 -0.349
H 2.553 -2.066 -0.498
```

Values from the calculation:
electronic energy = -2862.161411 hartree
2S+1 = 6
LUMO energy (spin up / spin down) = -2.3 / -6.2 eV
gap between HOMO and LUMO (spin up / spin down) = 8.76 / 5.79 eV
net charge = +1
⟨S²⟩ = 8.77

Density functional theory data (wB97M-V/def2-TZVPD) for the molecule C17H14ClN3.

Structure (XYZ):
```
35
Properties=species:S:1:pos:R:3
Cl -4.627 3.374 0.674
N 2.512 -0.514 -1.564
C 1.990 -0.475 -0.361
C 2.206 -0.350 2.012
C 0.844 -0.535 2.192
C 0.138 -1.149 -4.322
C -1.040 -1.240 -3.522
C -3.381 1.165 1.807
C -2.142 2.412 0.123
C 1.376 -0.896 -3.713
C -0.980 -1.106 -2.150
C -2.327 0.233 1.802
C -1.093 1.501 0.209
C -3.302 2.210 0.888
C 1.401 -0.775 -2.323
C 0.284 -0.927 -1.549
C -1.166 0.373 0.999
N 2.751 -0.265 0.746
N 0.643 -0.752 -0.241
C 3.073 -0.086 3.205
C -0.094 -0.761 1.004
H 0.429 -0.578 3.182
H 0.125 -1.249 -5.385
H -1.990 -1.421 -4.024
H -4.250 1.068 2.463
H -2.098 3.234 -0.599
H 2.245 -0.700 -4.368
H -1.895 -1.172 -1.567
H -2.422 -0.609 2.526
H -0.263 1.720 -0.454
H 3.729 -0.076 0.612
H 3.502 0.924 3.156
H 2.516 -0.094 4.167
H 3.919 -0.773 3.263
H -0.614 -1.708 1.112
```

Values from the calculation:
SMILES = CC1=C[C@@H](c2ccc(Cl)cc2)n2c(nc3ccccc32)N1
electronic energy = -1280.691909 hartree
LUMO energy = 0.6 eV
gap between HOMO and LUMO = 8.33 eV
net charge = 0

Density functional theory data (wB97M-V/def2-TZVPD) for a structure of composition C17H14F5N2O5STe2V.

Structure (XYZ):
```
47
Properties=species:S:1:pos:R:3
V -0.589 -0.401 -0.543
O 2.885 -1.152 1.282
C 1.758 -1.147 0.851
O 1.292 -0.318 -0.053
C 0.643 -2.115 1.348
O 0.876 -3.069 2.047
O -0.527 -1.736 0.905
C 0.877 2.193 1.920
Te -0.935 2.027 0.791
C -1.779 1.711 2.733
C -0.868 2.451 3.678
C -1.295 2.888 4.926
C -0.426 3.565 5.770
C 0.880 3.806 5.367
C 1.312 3.371 4.123
C 0.446 2.693 3.273
H 1.571 2.864 1.420
H 1.338 1.208 1.973
H -1.785 0.638 2.929
H -2.802 2.080 2.762
H -2.317 2.703 5.235
H -0.770 3.910 6.736
H 1.560 4.339 6.019
H 2.330 3.559 3.805
N -2.265 -3.272 -1.332
C -1.152 -3.136 -2.059
N -0.296 -2.157 -1.933
C 0.778 -2.307 -2.814
C 1.845 -1.427 -2.967
C 2.824 -1.726 -3.898
C 2.758 -2.876 -4.683
C 1.695 -3.752 -4.550
C 0.718 -3.451 -3.615
S -0.730 -4.350 -3.248
H -2.537 -2.482 -0.747
H -2.935 -3.975 -1.579
H 1.900 -0.535 -2.361
H 3.657 -1.046 -4.016
H 3.538 -3.085 -5.403
H 1.625 -4.644 -5.158
F -1.431 0.629 -4.677
Te -2.381 1.065 -3.035
F -3.751 1.859 -4.116
F -1.456 2.674 -3.221
F -3.119 2.037 -1.489
F -2.431 -0.707 -0.506
O -0.530 0.598 -1.892
```

Values from the calculation:
electronic energy = -3519.846945 hartree
2S+1 = 2
LUMO energy (spin up / spin down) = 2.2 / 2.2 eV
gap between HOMO and LUMO (spin up / spin down) = 8.48 / 8.52 eV
net charge = -1
⟨S²⟩ = 0.76

Number 1: largest force on an atom 2.301 eV/Å. Number 2: largest force on an atom 0.352 eV/Å. Number 3: largest force on an atom 3.427 eV/Å. Number 4: largest force on an atom 1.121 eV/Å.